Entry 1:
Density functional theory data (ωB97M-V/def2-TZVPD) for a structure of composition C3H2AgMgO2 at a distorted geometry.

Structure (XYZ):
```
9
Properties=species:S:1:pos:R:3:forces:R:3
C 1.18385 0.87189 1.73005 0.2 0.9 -1.4
C 1.42090 0.92584 0.52938 -0.8 0.9 1.6
H 1.25331 1.24279 2.74364 -0.1 -0.9 0.0
H 1.61397 1.46659 -0.38789 0.0 -0.9 -0.1
O -0.15346 -1.50756 -1.55094 0.1 -2.1 -1.6
C -0.88399 -0.54006 -1.88493 -1.5 -0.1 4.4
O -1.73833 -0.08000 -1.13251 0.4 0.5 -2.4
Ag -1.54794 0.91853 1.04484 0.8 0.2 -0.1
Mg -1.14830 -3.29803 -1.09166 1.0 1.5 -0.4
```
Forces are in eV/Å.

Properties
E_LUMO (spin up / spin down) = -11.30 / -11.54 eV
E_tot = -16659.3749 eV
2S+1 = 2
⟨S²⟩ = 0.7587
Gap between HOMO and LUMO (spin up / spin down) = 5.613 / 6.369 eV
Total charge = +2

Entry 2:
Density functional theory data (ωB97M-V/def2-TZVPD) for a structure of composition C3H2AuLiO3 at a distorted geometry.

Structure (XYZ):
```
10
Properties=species:S:1:pos:R:3:forces:R:3
O -0.42837 -0.87272 3.05080 0.9 -1.2 -2.4
C -0.24750 -1.51339 2.04309 -2.0 -0.1 3.7
O 1.67504 0.08781 -0.35846 5.2 1.2 -1.3
C 1.15442 1.02999 -0.95881 -4.2 3.9 -3.4
C -0.35874 1.01176 -1.27150 5.4 4.2 -1.7
O -1.06044 0.06586 -0.90398 -4.5 0.7 -2.9
Au 0.15176 -0.78801 0.18413 -0.9 -8.3 7.6
H 1.67295 1.92144 -1.31142 0.4 -0.2 0.2
H -0.69981 1.85639 -1.87006 -0.5 -0.2 0.1
Li -1.85930 -2.79912 1.39620 0.2 -0.1 0.2
```
Forces are in eV/Å.

Properties
E_LUMO (spin up / spin down) = -4.51 / -6.94 eV
E_tot = -13168.8048 eV
2S+1 = 4
⟨S²⟩ = 3.7654
Energy above the lowest of the compared OMol25 structures with the same formula, charge and spin = 0.0 kcal per mole
Gap between HOMO and LUMO (spin up / spin down) = 6.537 / 7.849 eV
Total charge = +1

Entry 3:
Density functional theory data (ωB97M-V/def2-TZVPD) for a structure of composition C3H2BaO2 at a distorted geometry.

Structure (XYZ):
```
8
Properties=species:S:1:pos:R:3:forces:R:3
O 1.91108 -0.43986 -0.10980 -1.0 -1.2 -1.8
C 0.62238 -0.77797 -0.09487 0.0 -0.2 4.9
C -0.40520 0.17408 0.05098 3.3 -0.1 -3.8
C -1.76771 -0.02999 0.43207 -2.3 0.7 -0.2
O -2.68182 0.71043 0.04388 1.4 -1.1 0.6
Ba 1.94030 1.72017 0.44631 -0.6 0.6 0.3
H 0.42716 -1.75732 0.37057 0.2 -0.4 -0.7
H -0.04618 0.40046 -1.13914 -1.0 1.6 0.7
```
Forces are in eV/Å.

Properties
E_LUMO (spin up / spin down) = -1.34 / -1.34 eV
E_tot = -7926.0448 eV
Energy above the lowest of the compared OMol25 structures with the same formula, charge and spin = 22.0 kcal per mole
Gap between HOMO and LUMO (spin up / spin down) = 3.406 / 3.405 eV
Total charge = 0

Entry 4:
Density functional theory data (ωB97M-V/def2-TZVPD) for a structure of composition C3H2Br3N at a distorted geometry.

Structure (XYZ):
```
9
Properties=species:S:1:pos:R:3:forces:R:3
C 1.02103 1.30212 0.09550 0.9 -1.7 -0.2
C 1.40158 -0.04163 -0.10944 -2.5 0.6 0.4
C -1.15454 -0.60491 0.13430 0.4 1.5 -0.9
N 0.52014 2.33683 0.04824 0.1 1.0 0.3
Br -1.98555 1.11963 0.30247 0.3 -0.5 0.0
Br -1.62659 -1.67172 1.58058 0.5 -0.6 0.8
Br -1.73140 -1.39723 -1.49989 0.4 -0.2 -0.3
H 1.72799 -0.27561 -1.07610 -0.1 0.0 -1.7
H 1.82733 -0.76748 0.52435 0.1 0.0 1.6
```
Forces are in eV/Å.

Properties
E_LUMO = -2.07 eV
E_tot = -214756.4729 eV
Energy above the lowest of the compared OMol25 structures with the same formula, charge and spin = 64.3 kcal per mole
Gap between HOMO and LUMO = 7.013 eV
Total charge = 0

Entry 5:
Density functional theory data (ωB97M-V/def2-TZVPD) for a structure of composition C3H2BrCl2I at a distorted geometry.

Structure (XYZ):
```
9
Properties=species:S:1:pos:R:3:forces:R:3
C -0.93497 -0.15109 1.49032 -0.2 1.1 0.6
C 2.41605 0.20159 -0.01136 0.4 -0.9 -1.9
C -1.03085 -1.31996 1.39049 0.1 -2.1 -1.1
Cl -0.75997 1.39307 1.83348 0.1 1.9 0.4
Cl 1.71553 0.08842 -1.73300 0.4 0.0 1.5
Br 2.23872 -1.45407 0.93511 0.3 -0.2 -0.1
I 4.48741 0.80492 -0.17719 -0.8 0.0 0.2
H -0.86489 -2.20036 0.83850 -0.3 -0.9 0.2
H 1.79372 0.87122 0.52056 -0.2 1.0 0.3
```
Forces are in eV/Å.

Properties
E_LUMO = -0.43 eV
E_tot = -106328.1440 eV
Energy above the lowest of the compared OMol25 structures with the same formula, charge and spin = 6.2 kcal per mole
Gap between HOMO and LUMO = 9.354 eV
Total charge = 0

Entry 6:
Density functional theory data (ωB97M-V/def2-TZVPD) for a cluster of 2 separate species, C3H2BrCl3 in total at a distorted geometry.

Structure (XYZ):
```
9
Properties=species:S:1:pos:R:3:forces:R:3
C -0.81430 2.54169 0.64798 0.5 0.7 0.7
C -1.56439 1.66912 0.40055 -2.2 -2.6 -1.7
C 1.07383 -1.47960 -0.40483 2.7 0.7 -0.5
Cl 0.24582 -0.98276 -1.89544 0.2 0.2 0.4
Cl 0.60378 -0.53404 1.05754 0.3 -0.8 -0.8
Cl 0.91515 -3.21464 -0.23225 -0.2 -0.1 0.4
Br -2.51345 0.26920 -0.27749 -0.1 0.8 0.4
H 2.22409 -1.28574 -0.58186 -2.5 -0.2 0.5
H -0.17053 3.01677 1.28581 1.3 1.5 0.7
```
Forces are in eV/Å.

Properties
E_LUMO = 0.50 eV
E_tot = -110750.0108 eV
Energy above the lowest of the compared OMol25 structures with the same formula, charge and spin = 49.9 kcal per mole
SMILES = ClC(Cl)Cl.C#CBr
Gap between HOMO and LUMO = 10.470 eV
Total charge = 0

Entry 7:
Density functional theory data (ωB97M-V/def2-TZVPD) for a cluster of 2 separate species, C3H2BrCl3 in total at a distorted geometry.

Structure (XYZ):
```
9
Properties=species:S:1:pos:R:3:forces:R:3
C 0.69327 1.07167 0.29940 -1.4 -4.6 -3.4
C -0.05779 0.72622 -0.98574 1.9 -0.1 0.8
C 1.18696 0.30693 -0.93392 -2.5 2.0 1.0
Cl 0.30540 0.01084 1.64462 0.1 0.3 1.0
Cl -1.56133 0.86530 -1.71251 0.1 -0.1 -0.1
Cl 2.52030 -0.40920 -1.55847 0.9 -0.6 -0.5
Br -2.63856 -2.27396 1.07966 -1.1 0.0 -0.5
H 0.95461 2.02411 0.48163 1.0 3.1 1.1
H -1.40286 -2.32191 1.68533 1.1 0.0 0.5
```
Forces are in eV/Å.

Properties
E_LUMO = 0.62 eV
E_tot = -110750.4667 eV
Energy above the lowest of the compared OMol25 structures with the same formula, charge and spin = 39.4 kcal per mole
SMILES = ClC1=C(Cl)C1Cl.Br
Gap between HOMO and LUMO = 10.312 eV
Total charge = 0

What is the formula in the fifth record?
C3H2BrCl2I

What did the fourth record say?
Density functional theory data (ωB97M-V/def2-TZVPD) for a structure of composition C3H2Br3N at a distorted geometry.

Structure (XYZ):
```
9
Properties=species:S:1:pos:R:3:forces:R:3
C 1.02103 1.30212 0.09550 0.9 -1.7 -0.2
C 1.40158 -0.04163 -0.10944 -2.5 0.6 0.4
C -1.15454 -0.60491 0.13430 0.4 1.5 -0.9
N 0.52014 2.33683 0.04824 0.1 1.0 0.3
Br -1.98555 1.11963 0.30247 0.3 -0.5 0.0
Br -1.62659 -1.67172 1.58058 0.5 -0.6 0.8
Br -1.73140 -1.39723 -1.49989 0.4 -0.2 -0.3
H 1.72799 -0.27561 -1.07610 -0.1 0.0 -1.7
H 1.82733 -0.76748 0.52435 0.1 0.0 1.6
```
Forces are in eV/Å.

Properties
E_LUMO = -2.07 eV
E_tot = -214756.4729 eV
Energy above the lowest of the compared OMol25 structures with the same formula, charge and spin = 64.3 kcal per mole
Gap between HOMO and LUMO = 7.013 eV
Total charge = 0